(1)
16
Properties=species:S:1:pos:R:3 method="wB97M-V/def2-TZVPD" homo_lumo_gap_ev=7.99 charge=+1 energy_ha=-794.31194 relative_energy_kcal_mol=64.4 mol_weight_g_mol=152.202 smiles="C(=C1/NS1)/[n+]1cccnc1"
C -2.41248 -0.58896 0.13834
C -1.10113 -1.13969 0.06721
C -2.46895 0.83487 0.00597
C 1.29767 -0.85786 -0.31809
C 2.49545 -0.27854 -0.12388
C -0.22942 1.02608 -0.21691
N -1.38979 1.56526 -0.15630
N 2.87719 1.03259 0.21306
N -0.02848 -0.33268 -0.16490
S 4.16970 -0.22551 0.12491
H -3.29652 -1.29710 0.01393
H -0.76713 -2.26939 -0.02310
H -3.43161 1.24648 0.19169
H 1.24868 -1.83310 -0.57273
H 0.62428 1.72331 -0.32322
H 2.41253 1.39424 1.14399

(2)
17
Properties=species:S:1:pos:R:3 method="wB97M-V/def2-TZVPD" homo_lumo_gap_ev=9.80 charge=0 energy_ha=-305.85056 relative_energy_kcal_mol=108.7 mol_weight_g_mol=98.149
C 0.79694 0.69265 2.05044
C 1.02435 -0.47995 1.12270
N 0.05803 -1.55535 0.98332
C 0.29299 -0.67211 -0.17171
C -0.71204 0.34939 -0.55420
C -0.56022 0.86550 -1.93001
N -1.57810 -0.19135 -2.05601
H 0.99782 0.39832 3.08807
H -0.22682 1.07072 1.98176
H 1.47885 1.51448 1.80199
H 2.05439 -0.83913 1.11634
H -0.81689 -1.26904 1.42320
H 0.87346 -1.15591 -0.96751
H -1.96612 -0.12916 -0.98181
H -0.93893 1.85932 -2.16956
H 0.36259 0.62969 -2.46573
H -1.14030 -1.08809 -2.27128

no.,LUMO level (eV)
1,-5.149
2,1.145